# C6H12OS

An isolated molecule of C6H12OS at a distorted geometry (ωB97M-V/def2-TZVPD, OMol25).

Highest occupied orbital energy in eV: -8.46
Structure (SMILES): CO[C@]1(C)CCCS1
ΔE to the lowest compared entry with this formula, charge and spin in kcal/mol: 17.02

```
20
Properties=species:S:1:pos:R:3:lowdin_charge:R:1
C -0.283 -1.299 -2.281 -0.066
C 0.223 0.283 -0.537 -0.795
C 1.730 0.016 -0.424 -0.067
C -0.574 -0.484 0.581 -0.204
C -0.501 0.299 1.882 -0.264
C -0.864 1.740 1.542 -0.449
H -0.791 -2.007 -1.617 0.090
H -0.808 -1.228 -3.211 0.083
H 0.794 -1.486 -2.441 0.091
H 1.993 -1.065 -0.569 0.090
H 2.167 0.208 0.549 0.074
H 2.202 0.585 -1.232 0.089
H -0.104 -1.466 0.753 0.119
H -1.630 -0.573 0.270 0.130
H -1.154 -0.215 2.622 0.121
H 0.526 0.255 2.266 0.105
H -1.971 1.938 1.639 0.089
H -0.414 2.423 2.232 0.052
O -0.259 0.065 -1.836 -0.232
S -0.282 2.011 -0.188 0.943
```